5
Properties=species:S:1:pos:R:3:lowdin_charge:R:1 method="wB97M-V/def2-TZVPD" total_energy_ha=-1878.8569 de_lowest_kj_mol=1.0 smiles=ClC(Cl)(Cl)Cl lumo_ha=0.0087 total_charge=0
C -0.01 0.02 0.00 -2.046
Cl -0.67 1.32 -0.97 0.533
Cl 0.82 -1.17 -1.05 0.494
Cl 1.17 0.65 1.16 0.511
Cl -1.31 -0.82 0.87 0.507

340
Properties=species:S:1:pos:R:3:lowdin_charge:R:1 method="wB97M-V/def2-TZVPD" total_energy_ha=-8230.3785 lumo_ha=0.0066 total_charge=0
C 6.41 -13.93 28.16 -0.036
C 5.77 -15.28 28.04 -0.496
C 5.72 -15.79 26.62 -0.188
C 6.94 -16.28 25.96 -0.174
C 7.55 -17.28 26.95 -0.129
C 7.68 -16.90 28.44 -0.518
N 6.46 -16.30 28.85 -0.116
O 6.28 -16.02 30.19 -0.001
C 7.77 -18.28 29.20 -0.024
C 8.94 -16.10 28.65 -0.022
C 4.30 -15.11 28.46 -0.021
H 7.44 -13.74 27.88 0.072
H 6.36 -13.65 29.21 0.089
H 5.78 -13.18 27.67 0.086
H 5.03 -16.62 26.50 0.088
H 5.38 -15.04 25.90 0.135
H 7.57 -15.41 25.81 0.119
H 6.57 -16.73 25.04 0.091
H 8.51 -17.65 26.59 0.096
H 6.94 -18.18 26.90 0.105
H 8.14 -18.03 30.19 0.071
H 6.83 -18.82 29.31 0.084
H 8.54 -18.95 28.82 0.074
H 9.90 -16.59 28.50 0.091
H 8.89 -15.09 28.23 0.069
H 8.90 -15.95 29.73 0.081
H 3.85 -14.36 27.82 0.090
H 4.03 -14.91 29.50 0.087
H 3.77 -16.03 28.21 0.062
H 5.71 -16.68 30.60 0.108
C 1.38 -30.09 24.66 -0.071
C 1.60 -30.84 23.36 -0.425
C 2.06 -29.75 22.31 -0.110
C 3.49 -29.04 22.55 -0.129
C 4.42 -30.29 22.54 -0.147
C 4.14 -31.36 23.70 -0.438
N 2.77 -31.82 23.46 -0.162
O 2.43 -32.89 24.20 0.000
C 5.14 -32.51 23.35 -0.046
C 4.43 -30.81 25.16 -0.009
C 0.23 -31.50 22.88 -0.026
H 0.43 -29.55 24.70 0.076
H 2.12 -29.35 24.93 0.049
H 1.19 -30.78 25.48 0.079
H 1.99 -30.30 21.37 0.108
H 1.22 -29.06 22.24 0.093
H 3.60 -28.51 23.50 0.090
H 3.82 -28.45 21.70 0.096
H 5.45 -29.93 22.57 0.070
H 4.40 -30.67 21.52 0.119
H 4.91 -33.06 22.44 0.084
H 6.16 -32.14 23.26 0.074
H 5.19 -33.25 24.15 0.074
H 5.45 -31.13 25.38 0.071
H 4.31 -29.73 25.17 0.061
H 3.88 -31.28 25.98 0.074
H -0.49 -30.94 22.29 0.071
H -0.51 -31.93 23.55 0.074
H 0.53 -32.23 22.12 0.077
H 2.31 -32.49 25.07 0.076
C -2.68 -22.96 32.12 -0.044
C -1.57 -23.92 31.69 -0.495
C -1.69 -23.89 30.14 -0.126
C -0.41 -24.35 29.39 -0.145
C 0.94 -23.68 29.96 -0.065
C 1.01 -23.69 31.58 -0.465
N -0.29 -23.32 32.16 -0.139
O -0.18 -23.21 33.51 -0.012
C 1.60 -25.00 32.04 -0.040
C 2.00 -22.57 32.07 -0.035
C -1.88 -25.35 32.18 -0.020
H -2.49 -21.93 31.83 0.078
H -2.83 -22.92 33.20 0.081
H -3.58 -23.31 31.61 0.091
H -2.43 -24.65 29.90 0.113
H -2.01 -22.93 29.74 0.087
H -0.50 -24.30 28.30 0.097
H -0.27 -25.43 29.51 0.075
H 0.94 -22.66 29.56 0.094
H 1.69 -24.40 29.64 0.081
H 2.56 -25.01 31.53 0.078
H 1.78 -24.97 33.11 0.090
H 1.02 -25.90 31.81 0.063
H 2.97 -22.73 31.60 0.072
H 1.73 -21.53 31.92 0.080
H 2.16 -22.58 33.15 0.074
H -1.65 -25.32 33.24 0.083
H -1.18 -26.07 31.75 0.062
H -2.90 -25.62 31.94 0.087
H -0.72 -22.45 33.76 0.107
C 11.64 -28.09 21.70 -0.039
C 10.32 -27.31 21.69 -0.460
C 9.56 -27.98 20.57 -0.193
C 8.12 -27.75 20.44 -0.179
C 7.42 -28.16 21.76 -0.131
C 8.04 -27.51 23.04 -0.416
N 9.54 -27.59 22.97 -0.129
O 10.20 -27.16 24.06 -0.027
C 7.42 -26.07 23.03 -0.034
C 7.64 -28.14 24.44 0.007
C 10.55 -25.81 21.41 -0.018
H 12.27 -27.62 22.46 0.080
H 12.05 -28.00 20.69 0.084
H 11.61 -29.17 21.84 0.088
H 9.99 -27.81 19.58 0.129
H 9.58 -29.07 20.68 0.124
H 7.58 -28.39 19.74 0.119
H 7.97 -26.68 20.25 0.103
H 7.62 -29.20 21.99 0.110
H 6.33 -28.10 21.84 0.097
H 7.64 -25.40 22.20 0.050
H 6.33 -26.12 23.09 0.087
H 7.87 -25.44 23.79 0.054
H 8.50 -28.74 24.73 0.074
H 7.46 -27.32 25.13 0.065
H 6.77 -28.79 24.42 0.063
H 9.67 -25.27 21.07 0.058
H 11.22 -25.71 20.56 0.089
H 10.91 -25.22 22.25 0.069
H 10.57 -27.95 24.47 0.108
C 8.83 -22.63 22.30 -0.037
C 9.71 -21.38 21.81 -0.444
C 8.84 -20.58 20.89 -0.146
C 9.65 -19.34 20.31 -0.131
C 9.73 -18.50 21.62 -0.124
C 10.40 -19.21 22.88 -0.393
N 10.06 -20.65 23.05 -0.139
O 10.65 -21.33 24.06 -0.019
C 11.95 -18.96 22.79 -0.042
C 9.94 -18.48 24.25 -0.024
C 10.90 -22.01 21.01 -0.012
H 7.92 -22.44 22.87 0.058
H 9.35 -23.42 22.84 0.056
H 8.58 -23.24 21.44 0.059
H 8.61 -21.11 19.96 0.109
H 7.87 -20.31 21.31 0.104
H 9.06 -18.94 19.48 0.108
H 10.67 -19.49 19.96 0.102
H 8.87 -17.90 21.94 0.109
H 10.36 -17.74 21.16 0.101
H 12.11 -17.89 22.94 0.075
H 12.59 -19.49 23.50 0.069
H 12.42 -19.26 21.86 0.065
H 10.26 -19.08 25.10 0.062
H 10.39 -17.52 24.48 0.081
H 8.85 -18.47 24.28 0.066
H 11.74 -21.32 20.89 0.064
H 10.61 -22.16 19.97 0.087
H 11.37 -22.86 21.51 0.071
H 10.03 -21.20 24.78 0.042
C 1.53 -18.21 28.12 -0.038
C 0.07 -18.44 27.72 -0.449
C -0.01 -19.97 27.32 -0.108
C -1.45 -20.42 27.44 -0.184
C -1.78 -20.25 28.92 -0.123
C -1.87 -18.74 29.33 -0.478
N -0.68 -18.05 28.92 -0.122
O -0.58 -16.65 29.36 0.011
C -3.13 -18.08 28.63 -0.027
C -1.99 -18.49 30.85 -0.041
C -0.27 -17.44 26.59 -0.021
H 1.68 -18.62 29.12 0.089
H 1.74 -17.14 28.23 0.065
H 2.22 -18.74 27.46 0.064
H 0.11 -20.08 26.24 0.083
H 0.65 -20.59 27.92 0.108
H -1.60 -21.43 27.06 0.108
H -2.15 -19.88 26.80 0.110
H -1.10 -20.79 29.58 0.103
H -2.70 -20.78 29.19 0.109
H -2.99 -18.04 27.55 0.062
H -4.12 -18.39 28.98 0.079
H -3.43 -17.12 29.06 0.069
H -1.14 -18.79 31.46 0.080
H -2.07 -17.43 31.09 0.074
H -2.80 -19.01 31.36 0.075
H 0.10 -17.72 25.61 0.066
H 0.01 -16.40 26.74 0.082
H -1.34 -17.30 26.43 0.067
H -1.30 -16.25 28.88 0.080
C 7.52 -23.33 37.14 -0.025
C 8.09 -22.78 35.78 -0.488
C 9.25 -21.92 36.09 -0.170
C 10.14 -21.56 34.90 -0.174
C 10.67 -22.85 34.24 -0.143
C 9.49 -23.80 33.87 -0.443
N 8.54 -23.93 34.97 -0.136
O 7.59 -24.86 34.72 0.011
C 9.05 -23.30 32.45 -0.024
C 10.18 -25.19 33.59 -0.036
C 7.07 -21.84 35.05 -0.007
H 6.53 -23.74 36.93 0.073
H 7.21 -22.50 37.77 0.079
H 8.08 -24.00 37.78 0.084
H 9.10 -20.97 36.59 0.127
H 9.90 -22.44 36.80 0.122
H 11.03 -20.98 35.16 0.110
H 9.73 -21.01 34.06 0.098
H 11.14 -23.37 35.07 0.112
H 11.44 -22.68 33.49 0.099
H 8.26 -23.83 31.92 0.063
H 8.75 -22.25 32.44 0.066
H 9.91 -23.41 31.79 0.071
H 9.62 -25.94 33.03 0.041
H 11.11 -25.08 33.05 0.076
H 10.50 -25.70 34.50 0.083
H 6.74 -20.96 35.60 0.086
H 6.23 -22.43 34.70 0.081
H 7.61 -21.46 34.18 0.058
H 7.77 -25.49 35.43 0.111
C 4.41 -24.40 26.44 -0.011
C 4.68 -22.94 26.99 -0.424
C 4.93 -23.00 28.52 -0.101
C 6.40 -23.60 28.76 -0.152
C 7.48 -22.60 28.15 -0.081
C 7.25 -22.44 26.58 -0.455
N 5.79 -22.24 26.25 -0.081
O 5.60 -22.11 24.87 -0.037
C 8.11 -21.24 26.22 -0.022
C 7.80 -23.65 25.93 -0.041
C 3.41 -22.03 26.64 -0.020
H 4.03 -24.33 25.42 0.059
H 3.58 -24.81 27.02 0.072
H 5.27 -25.07 26.43 0.064
H 5.07 -21.96 28.80 0.108
H 4.25 -23.57 29.15 0.102
H 6.38 -24.57 28.27 0.073
H 6.64 -23.74 29.81 0.090
H 8.38 -23.18 28.33 0.097
H 7.49 -21.67 28.71 0.106
H 7.83 -20.85 25.24 0.076
H 7.98 -20.36 26.85 0.067
H 9.19 -21.39 26.19 0.075
H 7.52 -23.60 24.88 0.057
H 8.88 -23.75 26.02 0.085
H 7.49 -24.61 26.33 0.078
H 3.58 -20.98 26.89 0.068
H 2.47 -22.32 27.10 0.062
H 3.18 -22.01 25.58 0.065
H 5.75 -22.99 24.51 0.074
C 10.24 -29.54 32.69 -0.029
C 9.31 -29.20 31.47 -0.471
C 8.12 -28.39 32.11 -0.108
C 7.30 -27.69 30.96 -0.149
C 8.22 -26.63 30.31 -0.157
C 9.40 -27.27 29.63 -0.456
N 10.05 -28.26 30.53 -0.107
O 11.11 -28.92 29.88 -0.016
C 8.97 -27.90 28.30 -0.027
C 10.40 -26.00 29.44 -0.011
C 8.79 -30.45 30.80 -0.041
H 9.82 -30.17 33.47 0.083
H 10.58 -28.58 33.06 0.070
H 11.18 -29.99 32.36 0.073
H 7.47 -29.08 32.64 0.113
H 8.41 -27.58 32.78 0.089
H 6.42 -27.24 31.42 0.100
H 6.92 -28.37 30.20 0.084
H 8.65 -25.94 31.03 0.089
H 7.59 -26.07 29.63 0.102
H 9.56 -28.70 27.85 0.078
H 8.03 -28.44 28.25 0.070
H 8.90 -27.09 27.59 0.073
H 9.92 -25.13 29.00 0.052
H 10.84 -25.67 30.39 0.071
H 11.22 -26.14 28.74 0.067
H 9.65 -30.93 30.33 0.081
H 8.04 -30.46 30.01 0.078
H 8.47 -31.11 31.60 0.083
H 11.77 -28.27 30.14 0.099
C 13.12 -21.99 26.30 -0.230
S 12.49 -23.60 26.99 0.859
O 11.30 -23.24 27.93 -0.600
C 11.84 -24.34 25.41 -0.246
H 13.81 -22.22 25.48 0.055
H 13.68 -21.46 27.07 0.034
H 12.32 -21.30 26.02 0.034
H 12.63 -24.63 24.72 0.054
H 11.22 -23.59 24.91 0.020
H 11.18 -25.18 25.62 0.031
C 5.16 -19.81 22.93 -0.211
S 4.56 -17.98 23.13 0.878
O 3.37 -17.93 22.14 -0.600
C 3.60 -18.15 24.74 -0.250
H 5.72 -19.99 22.01 0.014
H 4.33 -20.51 22.79 0.031
H 5.89 -19.95 23.72 0.021
H 3.17 -17.16 24.84 0.042
H 4.15 -18.26 25.67 0.026
H 2.80 -18.88 24.68 0.040
C 3.71 -28.10 29.29 -0.245
S 2.07 -27.78 28.53 0.828
O 2.12 -28.57 27.22 -0.581
C 0.98 -28.71 29.67 -0.250
H 3.60 -27.93 30.36 0.041
H 4.49 -27.42 28.94 0.039
H 4.01 -29.14 29.14 0.059
H 0.05 -28.68 29.11 0.044
H 0.96 -28.22 30.64 0.037
H 1.18 -29.78 29.79 0.060
C 13.28 -22.09 31.01 -0.232
S 14.72 -23.18 30.50 0.853
O 15.18 -22.65 29.10 -0.607
C 15.97 -23.11 31.92 -0.238
H 13.52 -21.06 30.74 0.052
H 13.26 -22.09 32.10 0.017
H 12.29 -22.33 30.64 0.039
H 16.60 -24.00 31.88 0.037
H 15.31 -23.23 32.78 0.033
H 16.71 -22.30 31.98 0.049
C 3.32 -23.96 19.62 -0.245
S 3.86 -23.35 21.25 0.808
O 3.63 -24.44 22.24 -0.562
C 5.63 -22.94 20.82 -0.229
H 2.37 -24.47 19.82 0.045
H 3.93 -24.77 19.24 0.050
H 3.09 -23.23 18.84 0.060
H 6.29 -22.80 21.67 0.014
H 5.47 -22.02 20.26 0.053
H 6.01 -23.75 20.20 0.046
C 0.23 -22.01 21.38 -0.242
S 1.05 -20.63 22.32 0.803
O 1.37 -19.37 21.52 -0.553
C -0.28 -20.30 23.56 -0.246
H 0.42 -21.92 20.31 0.054
H -0.84 -21.96 21.57 0.038
H 0.46 -23.02 21.74 0.001
H -0.37 -21.13 24.27 0.039
H -1.24 -20.16 23.07 0.056
H 0.06 -19.41 24.09 0.019
C 1.19 -24.66 23.80 -0.273
S -0.64 -24.81 23.91 0.839
O -1.16 -24.75 22.46 -0.586
C -0.63 -26.66 24.36 -0.228
H 1.72 -25.10 24.64 0.050
H 1.36 -23.58 23.77 0.020
H 1.53 -25.09 22.86 0.039
H -1.68 -26.95 24.39 0.040
H -0.11 -26.86 25.29 0.040
H -0.22 -27.21 23.51 0.039

53
Properties=species:S:1:pos:R:3:lowdin_charge:R:1 method="wB97M-V/def2-TZVPD" total_energy_ha=-2621.5192 de_lowest_kj_mol=56.6 lumo_ha="-0.3221 / -0.3221" total_charge=+2
W 1.69 -1.36 -2.31 0.409
C 4.40 0.49 -4.16 -0.057
C 3.02 0.05 -4.21 -0.108
S 3.46 -0.91 -1.12 0.272
C 1.86 -0.30 -4.37 -0.354
C 0.59 -0.51 -5.12 -0.086
S 2.10 -3.25 -3.39 0.278
H 5.08 -0.36 -4.12 0.106
H 4.59 1.15 -3.32 0.092
H 4.58 1.05 -5.08 0.121
H 0.78 -0.31 -6.18 0.111
H -0.19 0.18 -4.78 0.071
H 0.23 -1.53 -5.03 0.069
S 0.23 -2.43 -0.74 0.705
C 0.50 -1.04 0.26 -0.651
N 0.88 -1.17 1.51 -0.057
C 1.31 0.03 2.23 -0.069
C 0.35 1.15 1.93 -0.061
N 0.31 1.35 0.48 -0.067
C 0.24 2.71 -0.05 -0.113
C -1.17 3.23 -0.25 -0.221
C -1.30 4.52 -0.76 -0.034
C -2.56 5.07 -0.93 -0.049
C -3.69 4.34 -0.60 -0.053
C -3.56 3.05 -0.11 -0.057
C -2.30 2.49 0.07 -0.051
C 0.32 0.30 -0.31 -0.633
S 0.08 0.47 -2.00 0.777
C 1.05 -2.48 2.15 -0.102
C -0.22 -2.98 2.81 -0.214
C -1.08 -2.15 3.51 -0.042
C -2.20 -2.66 4.14 -0.056
C -2.48 -4.02 4.06 -0.050
C -1.63 -4.86 3.36 -0.048
C -0.50 -4.35 2.74 -0.032
H 2.32 0.29 1.91 0.150
H 1.33 -0.18 3.30 0.149
H 0.65 2.07 2.41 0.153
H -0.66 0.89 2.28 0.142
H 0.78 2.74 -1.00 0.110
H 0.77 3.36 0.65 0.147
H -0.41 5.09 -1.01 0.124
H -2.66 6.08 -1.32 0.119
H -4.68 4.77 -0.73 0.117
H -4.44 2.48 0.14 0.115
H -2.22 1.48 0.44 0.104
H 1.84 -2.38 2.89 0.152
H 1.37 -3.19 1.40 0.099
H -0.87 -1.09 3.60 0.095
H -2.86 -2.01 4.69 0.115
H -3.36 -4.42 4.55 0.118
H -1.83 -5.92 3.30 0.119
H 0.17 -5.01 2.19 0.122